Entry 1:
101
Properties=species:S:1:pos:R:3:forces:R:3 method="wB97M-V/def2-TZVPD" relative_energy_kcal_mol=0.0 largest_force_ev_per_a=0.48 total_charge=-2 orbital_gap_ev=6.08 lumo_energy_ev=4.089
Pt 1.3189 1.1427 0.2041 0.127 0.118 0.280
O -3.2159 -2.4496 5.5010 -0.017 0.018 0.054
C -2.3419 -1.5190 5.5379 0.033 0.007 -0.003
O -1.9826 -0.8998 6.5460 -0.018 -0.016 -0.009
C -1.6895 -1.1581 4.2283 -0.011 0.056 0.021
C -0.7500 -0.1594 4.1006 -0.011 0.002 -0.059
N -0.3768 -0.1348 2.8105 0.117 0.044 -0.106
N -0.9867 -1.0471 2.0684 -0.343 -0.280 0.117
C -1.7991 -1.6852 2.9103 0.003 -0.042 -0.009
C -2.6263 -2.8212 2.3861 -0.089 -0.058 0.041
O -3.4418 -3.3808 3.2505 0.025 -0.022 -0.142
O -2.5390 -3.1990 1.2335 0.000 0.014 0.002
H -3.3602 -2.9596 4.2334 0.026 0.016 0.080
H -0.3427 0.5030 4.8442 0.011 0.001 -0.005
H 0.3074 0.4510 2.3371 -0.019 0.075 -0.002
N -0.5940 1.5817 -0.0090 0.255 0.110 -0.227
P -1.4568 1.8739 -1.2313 -0.461 -0.110 0.081
N -3.0416 2.2051 -0.7532 0.108 0.107 0.126
C -4.0101 3.0660 -1.3889 -0.023 -0.033 -0.037
C -4.5364 4.1232 -0.4162 0.000 -0.010 0.003
C -5.0754 3.4668 0.8530 -0.005 -0.006 0.000
C -4.0223 2.5494 1.4705 -0.001 0.010 -0.018
C -3.5387 1.5335 0.4433 0.000 0.006 0.000
N -1.5138 0.6333 -2.3542 0.165 0.063 -0.041
C -2.5580 0.6029 -3.3570 -0.047 -0.035 0.021
C -3.6667 -0.3819 -2.9852 0.011 0.001 -0.012
C -3.0805 -1.7677 -2.7147 0.014 -0.019 -0.016
C -1.9685 -1.6937 -1.6707 -0.017 0.122 -0.036
C -0.9181 -0.6707 -2.0814 -0.054 -0.049 -0.003
N -1.1705 3.2095 -2.2601 0.103 -0.050 0.028
C -0.1122 2.9755 -3.2589 0.003 0.005 -0.007
C 0.3877 4.3023 -3.8116 0.005 0.004 -0.002
C 1.0968 5.1183 -2.7199 -0.010 -0.005 -0.001
C 0.4819 4.8141 -1.3473 0.002 -0.017 -0.017
C -0.9910 4.4596 -1.5000 -0.029 0.015 -0.003
H -4.8688 2.4674 -1.7453 0.009 0.002 -0.012
H -3.5535 3.5368 -2.2588 0.000 0.000 0.000
H -5.3133 4.7206 -0.9061 -0.001 -0.006 0.000
H -3.7155 4.7988 -0.1564 -0.004 0.007 -0.002
H -5.9578 2.8675 0.5936 -0.004 0.004 0.008
H -5.4069 4.2244 1.5691 0.007 0.004 -0.001
H -4.4226 2.0304 2.3447 0.000 -0.010 -0.002
H -3.1587 3.1345 1.8017 -0.005 0.006 0.004
H -4.3761 0.8692 0.1724 0.011 -0.008 -0.008
H -2.7366 0.9222 0.8554 -0.024 -0.023 -0.018
H -2.1187 0.3009 -4.3223 0.002 -0.016 0.004
H -2.9602 1.6092 -3.4920 0.006 0.006 -0.003
H -4.4123 -0.4221 -3.7877 -0.007 0.005 0.005
H -4.1668 -0.0131 -2.0840 0.003 -0.002 0.007
H -2.6689 -2.1629 -3.6546 0.001 -0.005 -0.001
H -3.8630 -2.4611 -2.3958 -0.002 0.012 0.016
H -1.5018 -2.6695 -1.5213 -0.014 -0.001 0.019
H -2.3741 -1.3966 -0.6997 0.017 -0.076 0.017
H -0.3980 -1.0062 -2.9923 -0.026 0.008 0.003
H -0.1778 -0.5549 -1.2920 0.027 0.007 -0.026
H -0.5188 2.3590 -4.0621 0.003 -0.008 0.011
H 0.7328 2.4222 -2.8223 0.002 0.000 -0.006
H -0.4677 4.8601 -4.2063 -0.004 -0.004 0.001
H 1.0585 4.1147 -4.6537 -0.001 0.005 -0.001
H 1.0156 6.1858 -2.9495 0.012 0.001 0.002
H 2.1626 4.8766 -2.7062 -0.001 -0.005 -0.001
H 0.6009 5.6616 -0.6675 -0.004 0.002 -0.003
H 0.9764 3.9552 -0.8847 -0.001 0.017 0.020
H -1.5316 5.2778 -1.9986 -0.006 0.002 0.011
H -1.4420 4.3277 -0.5154 0.002 -0.006 -0.001
C 3.0227 0.4413 0.1564 0.172 0.212 -0.293
Ge 3.2844 -1.4162 0.6208 0.053 -0.062 0.169
C 2.5234 -2.5921 -0.7543 -0.082 0.020 0.016
C 2.2810 -2.0807 -2.0282 -0.050 -0.001 0.019
C 1.7879 -2.8919 -3.0423 0.006 -0.009 -0.004
C 1.5113 -4.2283 -2.7922 -0.004 0.001 0.011
C 1.7407 -4.7512 -1.5266 -0.001 0.008 -0.005
C 2.2498 -3.9397 -0.5220 0.091 -0.033 -0.031
C 5.2135 -1.9133 0.6114 0.024 0.048 0.011
C 5.8563 -2.5539 1.6695 -0.003 -0.029 -0.010
C 7.2091 -2.8710 1.6080 0.000 -0.010 0.007
C 7.9500 -2.5529 0.4792 0.000 0.002 -0.004
C 7.3279 -1.9171 -0.5881 -0.001 -0.006 0.002
C 5.9779 -1.6031 -0.5157 0.001 0.003 -0.001
C 2.6417 -1.8536 2.4139 0.012 -0.021 -0.004
C 3.2576 -1.2257 3.4985 0.016 -0.032 -0.011
C 2.8381 -1.4653 4.7994 -0.014 -0.022 0.010
C 1.7834 -2.3374 5.0377 0.023 0.001 0.005
C 1.1507 -2.9562 3.9704 -0.010 -0.011 -0.004
C 1.5747 -2.7123 2.6696 -0.027 0.022 -0.019
H 3.8918 0.9018 -0.3430 -0.021 -0.074 -0.030
H 2.4434 -1.0240 -2.2156 -0.009 0.000 0.008
H 1.5947 -2.4725 -4.0230 -0.003 0.003 0.001
H 1.1022 -4.8561 -3.5751 0.002 -0.003 -0.001
H 1.5103 -5.7891 -1.3168 0.004 -0.001 -0.005
H 2.4368 -4.3685 0.4561 -0.018 0.009 0.010
H 5.2917 -2.8130 2.5582 -0.006 0.008 0.005
H 7.6843 -3.3698 2.4453 0.002 0.000 0.000
H 9.0044 -2.7991 0.4296 0.000 0.000 -0.001
H 7.8962 -1.6660 -1.4766 0.001 0.000 -0.001
H 5.5065 -1.1063 -1.3585 -0.003 0.005 0.002
H 4.0686 -0.5246 3.3242 0.002 -0.001 -0.001
H 3.3204 -0.9566 5.6262 -0.005 0.004 0.005
H 1.4283 -2.5053 6.0469 -0.014 0.015 0.001
H 0.2945 -3.5958 4.1459 0.009 0.000 0.000
H 1.0223 -3.1545 1.8492 0.006 -0.009 0.001

=====

Entry 2:
103
Properties=species:S:1:pos:R:3:forces:R:3 method="wB97M-V/def2-TZVPD" relative_energy_kcal_mol=0.0 s_squared=3.79 multiplicity=4 largest_force_ev_per_a=0.47 total_charge=0 orbital_gap_ev="6.15 / 6.20" lumo_energy_ev="-0.053 / -0.147"
Cr 0.9410 -0.3520 -1.1368 0.471 0.016 0.039
O 3.0810 -0.7760 1.8392 -0.030 -0.011 -0.022
C 2.6247 -1.2210 0.8073 0.017 0.066 0.035
N 2.8268 -0.6511 -0.4617 -0.182 -0.041 -0.069
C 3.4645 -1.5686 -1.3437 0.038 -0.009 -0.004
C 4.6283 -2.2478 -1.0072 -0.010 -0.001 0.010
C 5.2275 -3.1000 -1.9260 0.005 0.003 -0.003
C 4.6817 -3.2644 -3.1902 -0.001 -0.012 -0.007
C 3.5234 -2.5831 -3.5493 -0.017 -0.009 0.023
C 2.9145 -1.7515 -2.6226 0.041 0.020 0.002
N 1.7738 -0.9530 -2.8239 -0.217 -0.076 -0.058
C 1.5223 -0.3266 -3.9796 0.031 0.037 0.004
O 1.7790 -0.6566 -5.1287 0.052 0.029 0.009
C 0.9734 1.0655 -3.7129 -0.007 0.000 0.000
C 0.6911 1.9267 -4.7605 -0.029 -0.001 -0.001
C 0.3925 3.2471 -4.4780 -0.001 -0.005 -0.022
C 0.3930 3.6657 -3.1545 -0.014 -0.015 0.041
C 0.6553 2.7346 -2.1663 -0.095 -0.004 -0.041
N 0.9309 1.4555 -2.4301 0.047 0.035 -0.012
C 1.6280 -2.4126 0.8137 0.009 -0.012 0.004
C 2.3697 -3.7292 0.8187 0.018 -0.026 -0.018
C 2.0668 -4.7207 -0.0204 0.018 0.000 0.043
C 1.1122 -4.5100 -1.0824 -0.027 0.039 -0.022
C 0.6161 -3.2646 -1.2432 0.118 -0.079 -0.024
N 0.7907 -2.2052 -0.3946 -0.198 0.115 0.148
H 5.0641 -2.0971 -0.0261 0.001 0.002 -0.002
H 6.1303 -3.6315 -1.6520 0.000 0.001 -0.001
H 5.1561 -3.9249 -3.9047 0.000 0.000 0.002
H 3.0826 -2.6974 -4.5288 0.007 0.003 -0.003
H 0.7409 1.5340 -5.7662 0.012 0.002 0.001
H 0.1763 3.9457 -5.2758 -0.004 0.000 0.003
H 0.1880 4.6926 -2.8848 -0.005 -0.001 -0.005
H 0.6178 3.0099 -1.1215 0.045 0.012 -0.003
H 3.1575 -3.8348 1.5535 0.014 0.013 -0.006
H 2.6006 -5.6617 0.0428 -0.005 0.000 -0.002
H 0.9135 -5.2712 -1.8215 0.002 0.000 -0.005
H 0.0651 -3.0426 -2.1519 0.160 -0.074 -0.006
C 0.8022 -4.5868 4.3258 -0.008 0.007 -0.015
Ge 1.5069 -2.8162 3.8605 0.020 -0.014 0.015
C 0.7120 -1.4921 5.0837 -0.003 -0.007 -0.001
C 3.4334 -2.8130 4.1807 -0.008 -0.002 -0.011
C 0.7750 -2.3267 2.0918 0.001 -0.007 -0.016
H 1.1538 -4.9089 5.3069 0.000 0.005 0.002
H 1.1240 -5.3194 3.5841 0.005 0.000 0.002
H -0.2893 -4.5764 4.3381 0.002 -0.002 -0.002
H 0.9725 -1.7009 6.1221 0.002 0.005 -0.001
H -0.3780 -1.4959 5.0024 0.002 -0.002 0.003
H 1.0780 -0.4933 4.8333 0.002 -0.003 -0.010
H 3.6051 -3.1111 5.2172 0.001 0.011 0.000
H 3.8458 -1.8209 4.0137 -0.004 0.006 -0.005
H 3.9607 -3.5152 3.5367 -0.005 -0.013 0.005
H 0.4052 -1.3074 2.2042 0.038 -0.033 0.037
H -0.0878 -2.9845 1.9378 0.001 0.001 0.005
C -2.8223 0.6658 3.0097 -0.012 0.011 -0.011
C -2.3277 -0.5531 2.2637 -0.010 0.014 0.004
N -1.4465 -0.1106 1.1935 -0.018 0.057 -0.028
C -0.4664 0.8251 1.4179 -0.047 -0.061 0.055
N 0.5459 0.8596 0.5931 -0.075 0.013 -0.129
C 1.6394 1.8086 0.8621 0.006 -0.024 0.015
C 1.1554 3.0511 1.5809 0.012 0.011 0.004
C 0.4175 2.6088 2.8248 -0.001 -0.005 -0.010
N -0.6508 1.6863 2.4593 0.131 -0.116 0.068
C -1.6199 1.4311 3.5213 0.008 -0.010 0.006
H -3.4574 0.3773 3.8471 0.006 -0.005 0.004
H -3.4111 1.2955 2.3378 0.001 -0.014 0.022
H -3.1501 -1.1081 1.8122 -0.005 0.010 -0.006
H -1.8061 -1.2286 2.9532 -0.010 -0.004 -0.009
H -1.0874 -0.8631 0.6181 0.033 -0.070 -0.050
H 2.1255 2.0484 -0.0817 0.000 -0.003 -0.002
H 2.4045 1.3082 1.4572 -0.001 -0.018 0.013
H 0.4823 3.6436 0.9532 0.017 -0.005 0.010
H 2.0023 3.6822 1.8515 0.000 -0.003 0.003
H -0.0413 3.4519 3.3451 -0.011 0.017 -0.016
H 1.1106 2.1244 3.5229 -0.011 0.013 0.015
H -1.9238 2.4010 3.9208 0.004 0.012 0.006
H -1.1376 0.8790 4.3372 -0.008 -0.001 -0.001
C -3.6112 5.1730 -2.6813 -0.001 0.007 -0.008
C -4.5563 4.3186 -1.8493 0.003 -0.013 0.003
N -3.9872 3.0103 -1.5271 0.009 0.008 -0.002
C -3.5842 2.7639 -0.1481 -0.024 0.003 -0.002
C -2.3757 3.5823 0.2807 -0.065 0.059 0.004
C -4.0129 2.0700 -2.5060 0.109 0.019 -0.063
O -4.5310 2.2612 -3.5939 -0.060 -0.003 0.035
C -3.3214 0.7657 -2.2290 -0.073 -0.023 0.006
C -4.0169 -0.4317 -2.2805 0.015 0.013 -0.016
C -3.3226 -1.5980 -2.0192 -0.002 0.001 -0.003
C -1.9657 -1.5310 -1.7512 -0.001 0.022 0.012
N -1.2695 -0.3864 -1.7623 -0.076 -0.015 0.016
C -1.9601 0.7347 -1.9887 0.032 -0.032 0.069
H -4.0664 6.1399 -2.8992 0.000 -0.001 -0.001
H -3.3949 4.6767 -3.6267 0.000 -0.002 0.003
H -2.6722 5.3471 -2.1533 -0.001 0.002 0.005
H -5.4883 4.1617 -2.3925 -0.003 0.004 0.000
H -4.7943 4.8090 -0.9042 0.003 0.002 -0.001
H -3.3739 1.7029 -0.0247 0.002 0.021 -0.006
H -4.4363 2.9965 0.4997 -0.003 -0.001 0.007
H -1.5238 3.3737 -0.3683 0.001 -0.020 0.018
H -2.0957 3.3279 1.3045 -0.017 0.039 -0.060
H -2.5821 4.6529 0.2383 -0.008 0.007 -0.023
H -5.0748 -0.4370 -2.5100 0.000 -0.004 0.002
H -3.8144 -2.5606 -2.0175 -0.003 0.001 0.001
H -1.4142 -2.4229 -1.4980 -0.178 0.100 0.011
H -1.4100 1.6621 -1.9612 0.021 0.018 -0.009